[1]
Formula: C3H10S2Si
Source: the Open Molecules 2025 dataset
Level of theory: ωB97M-V with the def2-TZVPD basis set

Structure (XYZ):
```
16
Properties=species:S:1:pos:R:3:forces:R:3:lowdin_charge:R:1
C 0.132 2.208 -1.026 -2.3 -1.1 0.8 -0.2874
C -0.536 -2.065 0.871 -2.8 1.1 0.7 -0.4348
C 3.518 -0.598 0.336 0.2 1.7 3.0 -0.5105
Si 0.359 0.317 -0.921 1.0 1.0 3.6 0.3584
S -1.346 -0.841 -0.323 0.3 -0.3 0.0 0.4693
S 2.098 0.199 1.207 -1.5 0.0 -2.3 0.4197
H -0.614 2.604 -0.228 1.4 -0.7 -1.4 0.0719
H 1.069 2.697 -0.953 0.9 0.4 0.2 -0.0038
H -0.259 2.372 -2.027 -0.3 0.4 -0.1 0.0077
H -0.118 -1.335 1.571 0.1 -1.1 0.3 -0.0435
H 0.154 -2.649 0.358 1.4 -0.8 -0.7 -0.0093
H -1.359 -2.764 1.274 1.2 1.4 -0.5 0.0643
H 3.226 -0.832 -0.607 -0.4 -0.7 -2.8 -0.0490
H 3.801 -1.456 0.890 0.2 -1.0 0.4 0.0005
H 4.349 0.097 0.396 0.1 0.1 -0.4 0.0157
H 1.088 -0.227 -2.027 0.5 -0.4 -0.6 -0.0693
```
Positions in Å, forces in eV/Å.

Output
E_LUMO	0.0012	Ha
frontier orbital gap	0.30235	Ha
E	-1206.14427	Ha
F_max	3.8	eV/A
charge	0
energy above the lowest of the compared OMol25 structures with the same formula, charge and spin	1.110	eV

[2]
Formula: C80H76BrN8PbSbSi
Source: the Open Molecules 2025 dataset
Level of theory: ωB97M-V with the def2-TZVPD basis set

Structure (XYZ):
```
168
Properties=species:S:1:pos:R:3:forces:R:3:lowdin_charge:R:1
Pb -1.797 -0.468 -1.784 -1.1 0.0 0.1 1.4800
C -0.869 3.480 -8.461 -0.1 0.0 0.0 -0.0909
C 0.306 2.923 -7.987 0.1 0.0 -0.1 -0.0768
C 0.309 2.198 -6.809 0.0 0.0 0.1 -0.0320
C -0.860 2.024 -6.075 0.0 0.2 -0.3 -0.1965
C -2.036 2.580 -6.565 0.0 0.0 0.0 -0.0450
C -2.041 3.298 -7.747 -0.1 0.1 -0.1 -0.0766
C -0.838 1.293 -4.787 -0.1 0.3 0.5 -0.0720
C -1.050 2.061 -3.643 -0.1 0.0 -0.5 -0.2823
C -1.408 3.441 -3.613 -0.1 0.2 0.1 -0.0083
C -1.318 3.842 -2.310 -0.3 0.1 -0.2 -0.1052
C -0.844 2.723 -1.564 0.3 -0.2 0.0 -0.3675
N -0.756 1.655 -2.356 0.7 0.1 0.4 -0.1066
C -1.864 2.094 1.177 0.9 -0.5 -0.3 -0.1952
C -2.104 0.751 1.372 -0.2 0.5 0.1 -0.3883
C -2.853 0.285 2.528 -0.1 -0.4 0.1 -0.0203
C -2.724 -1.057 2.549 -0.2 0.4 0.3 -0.0002
C -2.000 -1.432 1.353 0.1 0.0 0.0 -0.2827
C -1.785 -2.770 1.020 0.0 0.1 0.0 -0.0970
C -2.309 -3.769 1.990 -0.1 -0.1 0.1 -0.2197
C -1.467 -4.496 2.823 -0.1 0.1 0.0 -0.0421
C -1.990 -5.378 3.753 0.1 -0.1 0.1 -0.0740
C -3.359 -5.556 3.855 -0.1 -0.1 0.0 -0.0935
C -4.207 -4.863 3.006 0.0 0.0 0.0 -0.0789
C -3.682 -3.978 2.081 0.0 -0.1 -0.1 -0.0390
C -1.195 -3.289 -0.138 -0.2 0.2 0.0 -0.2489
N -0.953 -2.636 -1.294 0.3 0.2 0.3 -0.0191
C -0.493 -3.556 -2.189 0.2 -0.2 -0.8 -0.2435
C -0.234 -3.371 -3.539 -0.1 -0.5 0.8 -0.0660
C 0.107 -4.595 -4.304 0.0 -0.1 -0.1 -0.2275
C -0.860 -5.572 -4.515 0.0 0.1 0.0 -0.0373
C -0.553 -6.726 -5.213 -0.1 -0.1 0.0 -0.0793
C 0.725 -6.922 -5.706 0.0 -0.1 -0.1 -0.0932
C 1.691 -5.952 -5.503 0.1 0.0 -0.1 -0.0803
C 1.386 -4.796 -4.808 -0.1 0.0 0.0 -0.0349
C -0.298 -2.168 -4.273 0.0 0.5 -0.6 -0.2439
C -0.075 -2.096 -5.687 -0.1 -0.1 0.2 -0.0015
C -0.249 -0.796 -6.043 0.0 0.2 0.1 -0.0058
C -0.557 -0.078 -4.843 0.0 -0.1 -0.5 -0.2759
N -0.600 -0.945 -3.792 0.5 -0.3 0.1 -0.0043
C -0.401 -4.844 -1.544 -0.1 -0.1 0.4 0.0148
C -0.865 -4.684 -0.287 0.2 -0.2 -0.3 0.0179
N -1.608 -0.315 0.692 0.8 -0.3 0.1 -0.0366
C -2.828 3.037 1.665 -0.4 0.5 0.2 -0.2532
C -2.471 4.284 2.184 0.1 -0.1 0.0 -0.0418
C -3.418 5.138 2.703 -0.1 0.1 0.1 -0.0726
C -4.759 4.782 2.703 -0.1 0.0 0.0 -0.0912
C -5.140 3.574 2.139 -0.2 0.0 0.1 -0.0816
C -4.195 2.716 1.619 0.2 0.0 -0.1 -0.0422
H -0.870 4.053 -9.378 0.0 0.0 -0.1 0.1000
H 1.222 3.050 -8.545 0.1 0.0 0.0 0.1030
H 1.233 1.778 -6.440 0.1 -0.1 0.1 0.1237
H -2.951 2.450 -6.008 0.0 0.0 0.1 0.0881
H -2.968 3.714 -8.118 -0.1 0.1 0.0 0.1010
H -1.682 4.037 -4.465 0.0 0.1 -0.1 0.1042
H -1.539 4.816 -1.911 0.1 0.1 0.0 0.1004
H -3.305 0.922 3.267 0.0 0.0 0.1 0.1215
H -3.088 -1.739 3.294 0.0 0.0 0.1 0.1126
H -0.398 -4.378 2.728 0.1 0.1 0.0 0.0951
H -1.322 -5.933 4.395 0.0 0.0 0.1 0.1032
H -3.769 -6.252 4.572 0.0 0.0 0.1 0.0982
H -5.277 -5.018 3.056 0.0 0.0 0.0 0.1016
H -4.339 -3.452 1.404 -0.1 0.1 -0.1 0.1143
H -1.855 -5.410 -4.127 -0.1 0.0 0.0 0.1245
H -1.315 -7.474 -5.372 -0.1 -0.1 0.0 0.1010
H 0.962 -7.824 -6.251 0.0 -0.1 0.0 0.0990
H 2.687 -6.100 -5.888 0.2 0.0 0.0 0.1004
H 2.138 -4.039 -4.646 0.1 0.1 0.0 0.1225
H 0.157 -2.931 -6.324 0.0 0.0 -0.1 0.1067
H -0.174 -0.370 -7.025 0.0 0.0 -0.1 0.1054
H -0.042 -5.743 -2.007 0.1 -0.2 0.0 0.1121
H -0.977 -5.428 0.477 0.0 -0.2 0.1 0.1062
H -1.424 4.540 2.225 0.0 0.1 0.1 0.0600
H -3.107 6.078 3.131 0.0 0.1 0.1 0.1041
H -5.499 5.440 3.131 -0.1 0.1 0.0 0.0971
H -6.184 3.293 2.107 -0.1 0.0 0.0 0.0941
H -4.484 1.774 1.178 -0.1 0.1 -0.1 0.0778
N -5.745 1.362 -3.851 0.0 -0.1 0.3 0.1153
C -5.107 1.180 -5.047 0.2 -0.1 -0.3 -0.0847
C -4.013 0.406 -4.777 -0.4 0.3 -0.4 -0.1381
N -3.968 0.121 -3.457 -0.4 -0.1 0.4 0.0431
C -5.019 0.692 -2.909 0.2 0.1 -0.8 -0.2802
C -5.394 0.500 -1.540 -0.3 -0.1 0.7 -0.2835
N -4.822 -0.388 -0.759 0.3 0.0 -0.7 0.1070
C -5.510 -0.378 0.403 -0.5 0.3 0.2 -0.1441
C -6.523 0.541 0.340 0.1 -0.4 0.3 -0.1014
N -6.450 1.096 -0.906 0.2 0.0 -0.3 0.1178
H -6.619 1.850 -3.728 0.2 -0.1 0.0 0.1542
H -5.469 1.601 -5.961 -0.1 0.1 -0.2 0.1106
H -3.266 0.027 -5.443 0.2 0.0 -0.2 0.1070
H -5.225 -1.018 1.212 0.0 -0.1 0.3 0.0942
H -7.257 0.829 1.062 -0.2 0.1 0.1 0.1108
H -7.019 1.857 -1.240 0.1 -0.1 0.0 0.1547
C 1.137 7.480 -0.983 0.0 0.1 0.0 -0.0887
C 1.377 6.372 -1.779 0.1 0.0 -0.1 -0.0735
C 1.091 5.107 -1.304 0.1 -0.1 0.0 -0.1449
C 0.531 4.928 -0.046 -0.2 -0.3 0.2 -0.2930
C 0.315 6.040 0.751 -0.1 -0.1 0.2 -0.1258
C 0.624 7.311 0.289 0.0 0.1 0.1 -0.0834
Sb 0.058 2.862 0.458 0.1 0.5 0.1 1.7043
C 1.961 2.085 -0.192 -0.5 -0.1 0.1 -0.3147
C 3.089 2.829 0.124 0.0 0.1 0.2 -0.1300
C 4.317 2.521 -0.434 0.1 0.0 0.0 -0.0869
C 4.427 1.450 -1.306 0.0 0.0 0.0 -0.0981
C 3.308 0.684 -1.594 0.1 -0.1 -0.2 -0.0802
C 2.075 1.004 -1.045 0.0 -0.1 0.0 -0.1600
C 0.670 3.143 2.634 -0.2 -0.1 -0.5 -0.2640
C 1.569 4.120 3.053 0.1 0.0 -0.2 -0.1436
C 1.874 4.290 4.395 0.1 0.1 0.0 -0.0884
C 1.245 3.518 5.356 0.0 0.0 0.1 -0.0896
C 0.332 2.560 4.957 -0.1 0.0 0.1 -0.1035
C 0.069 2.359 3.611 0.0 -0.1 -0.1 -0.1308
H 1.350 8.471 -1.352 0.0 0.1 0.0 0.1001
H 1.772 6.495 -2.778 0.1 0.0 -0.1 0.1057
H 1.293 4.242 -1.924 0.0 0.0 -0.1 0.1066
H -0.086 5.936 1.750 0.0 0.0 0.0 0.0845
H 0.449 8.168 0.924 0.0 0.1 0.0 0.1020
H 3.015 3.664 0.804 0.0 0.1 0.0 0.0856
H 5.185 3.122 -0.196 0.0 0.0 0.0 0.1068
H 5.383 1.214 -1.754 0.0 -0.1 0.0 0.1053
H 3.394 -0.163 -2.260 0.0 -0.1 0.0 0.1078
H 1.206 0.409 -1.278 0.0 -0.1 -0.1 0.0672
H 2.038 4.773 2.328 0.1 0.0 0.0 0.0807
H 2.603 5.032 4.689 0.0 0.1 0.0 0.1002
H 1.462 3.670 6.405 0.0 0.0 0.0 0.1009
H -0.170 1.954 5.697 0.0 -0.1 0.0 0.1026
H -0.611 1.571 3.317 -0.1 0.0 0.1 0.0823
C 4.050 1.056 3.243 -0.2 -0.2 0.1 -0.1068
C 4.650 -0.335 3.019 -0.2 -0.1 0.0 -0.6091
C 5.255 -0.345 1.612 -0.2 -0.2 0.1 -0.1074
C 5.798 -0.515 4.016 -0.2 -0.2 0.0 -0.0881
Si 3.267 -1.716 3.162 0.0 0.1 -0.1 0.5525
Br 1.681 -1.099 1.647 0.1 -0.2 0.1 0.6001
C 3.871 -3.468 2.516 -0.1 0.2 0.1 -0.6252
C 2.895 -4.584 2.892 0.0 0.2 0.1 -0.1066
C 5.239 -3.841 3.092 -0.1 0.2 0.0 -0.0977
C 3.963 -3.494 0.985 -0.1 0.2 0.0 -0.1242
C 2.265 -1.643 4.849 0.1 -0.1 -0.2 -0.6149
C 1.357 -2.849 5.098 0.2 0.0 -0.2 -0.1042
C 1.324 -0.434 4.827 0.2 0.0 -0.2 -0.1547
C 3.202 -1.504 6.051 0.1 0.0 -0.2 -0.0950
H 4.804 1.820 3.051 0.2 0.1 0.0 0.0890
H 3.712 1.188 4.268 -0.1 0.1 0.1 0.0689
H 3.215 1.246 2.572 -0.1 0.1 0.0 0.0442
H 5.921 0.508 1.489 0.1 0.2 0.1 0.0861
H 4.485 -0.271 0.849 -0.1 0.0 -0.1 0.0464
H 5.843 -1.244 1.441 0.1 -0.1 -0.1 0.0666
H 6.525 0.285 3.879 0.1 0.1 -0.1 0.0872
H 6.315 -1.458 3.869 0.1 -0.1 0.0 0.0603
H 5.454 -0.475 5.043 0.0 0.0 0.2 0.0567
H 2.881 -4.761 3.961 -0.1 -0.1 0.1 0.0637
H 3.201 -5.511 2.409 0.1 -0.1 -0.1 0.0878
H 1.890 -4.349 2.554 -0.2 0.0 0.0 0.0565
H 5.269 -3.716 4.171 0.1 0.0 0.2 0.0747
H 6.031 -3.243 2.650 0.2 0.1 0.0 0.0657
H 5.454 -4.886 2.871 0.0 -0.2 0.0 0.0843
H 2.974 -3.434 0.538 -0.1 0.0 -0.1 0.0474
H 4.411 -4.437 0.672 0.1 -0.2 0.0 0.0865
H 4.566 -2.688 0.581 0.1 0.1 -0.1 0.0562
H 0.731 -3.054 4.235 -0.1 -0.1 -0.1 0.0538
H 0.697 -2.623 5.934 -0.1 0.1 0.1 0.0885
H 1.918 -3.740 5.356 0.0 -0.2 0.0 0.0663
H 0.915 -0.281 5.825 0.0 0.0 0.2 0.0882
H 1.817 0.481 4.524 0.0 0.1 0.0 0.0385
H 0.491 -0.609 4.151 -0.1 0.1 -0.1 0.0453
H 3.986 -2.258 6.043 0.2 -0.1 0.1 0.0759
H 2.635 -1.621 6.974 -0.1 0.0 0.1 0.0849
H 3.660 -0.519 6.070 0.1 0.1 0.1 0.0662
```
Positions in Å, forces in eV/Å.

Output
E_LUMO (alpha / beta)	-0.0363 / -0.0349	Ha
frontier orbital gap (alpha / beta)	0.18562 / 0.18153	Ha
E	-6828.71891	Ha
F_max	1.1	eV/A
charge	0
energy above the lowest of the compared OMol25 structures with the same formula, charge and spin	0.000	eV

What is the formula in the second record? C80H76BrN8PbSbSi

Look up the E of the first one. -1206.14427 Ha

Please write out number 1 again, unchanged.
Formula: C3H10S2Si
Source: the Open Molecules 2025 dataset
Level of theory: ωB97M-V with the def2-TZVPD basis set

Structure (XYZ):
```
16
Properties=species:S:1:pos:R:3:forces:R:3:lowdin_charge:R:1
C 0.132 2.208 -1.026 -2.3 -1.1 0.8 -0.2874
C -0.536 -2.065 0.871 -2.8 1.1 0.7 -0.4348
C 3.518 -0.598 0.336 0.2 1.7 3.0 -0.5105
Si 0.359 0.317 -0.921 1.0 1.0 3.6 0.3584
S -1.346 -0.841 -0.323 0.3 -0.3 0.0 0.4693
S 2.098 0.199 1.207 -1.5 0.0 -2.3 0.4197
H -0.614 2.604 -0.228 1.4 -0.7 -1.4 0.0719
H 1.069 2.697 -0.953 0.9 0.4 0.2 -0.0038
H -0.259 2.372 -2.027 -0.3 0.4 -0.1 0.0077
H -0.118 -1.335 1.571 0.1 -1.1 0.3 -0.0435
H 0.154 -2.649 0.358 1.4 -0.8 -0.7 -0.0093
H -1.359 -2.764 1.274 1.2 1.4 -0.5 0.0643
H 3.226 -0.832 -0.607 -0.4 -0.7 -2.8 -0.0490
H 3.801 -1.456 0.890 0.2 -1.0 0.4 0.0005
H 4.349 0.097 0.396 0.1 0.1 -0.4 0.0157
H 1.088 -0.227 -2.027 0.5 -0.4 -0.6 -0.0693
```
Positions in Å, forces in eV/Å.

Output
E_LUMO	0.0012	Ha
frontier orbital gap	0.30235	Ha
E	-1206.14427	Ha
F_max	3.8	eV/A
charge	0
energy above the lowest of the compared OMol25 structures with the same formula, charge and spin	1.110	eV

Which of these has the highest F_max? C3H10S2Si